[1]
Density functional theory data (ωB97M-V/def2-TZVPD) for a structure of composition C12H20O10Tl.

Charge: +2
E_LUMO (spin up / spin down), eV: -12.593 / -12.094
Max |F|, eV/A: 6.70
Multiplicity: 2
HOMO (spin up / spin down), eV: -15.32 / -15.32

Structure (XYZ):
```
43
Properties=species:S:1:pos:R:3:mulliken_charge:R:1
Tl 19.85 -6.31 9.14 0.9399
C 19.16 -1.82 11.04 -0.3612
C 19.53 -2.73 9.97 0.5386
C 20.93 -2.64 9.33 0.1092
O 21.34 -3.55 8.57 -0.1846
C 21.73 -1.52 9.69 0.0606
C 21.31 -0.61 10.67 0.0834
C 20.02 -0.88 11.34 0.3832
O 19.73 -0.32 12.48 -0.2776
O 22.07 0.34 10.92 -0.3390
O 18.83 -3.75 9.81 -0.3966
H 18.28 -2.08 11.61 0.5569
H 22.70 -1.37 9.25 0.5854
C 21.26 -9.76 9.68 -0.4114
C 20.66 -9.56 11.03 -0.6479
O 20.40 -8.24 11.34 -0.4341
O 20.45 -9.18 8.61 -0.4141
H 21.16 -10.85 9.68 0.4077
H 22.32 -9.58 9.53 0.2692
H 21.42 -9.85 11.75 0.3564
H 19.90 -10.30 11.28 0.4386
H 20.10 -8.35 12.24 0.2654
H 20.52 -9.73 7.83 0.2634
C 19.00 -5.27 5.43 -0.6215
C 19.76 -6.65 5.32 -0.4367
O 19.52 -7.48 6.44 -0.4208
O 19.20 -4.62 6.67 -0.3502
H 17.93 -5.42 5.25 0.3249
H 19.32 -4.61 4.63 0.4403
H 20.82 -6.39 5.24 0.1317
H 19.62 -7.29 4.44 0.4938
H 19.52 -8.39 6.12 0.2711
H 19.19 -3.69 6.42 0.2537
C 23.44 -6.67 7.95 -0.5410
C 23.78 -6.25 9.37 -0.4053
O 22.66 -6.60 10.13 -0.3285
O 22.28 -5.91 7.44 -0.3132
H 23.29 -7.75 7.92 0.1931
H 24.27 -6.46 7.27 0.3851
H 24.11 -5.22 9.52 0.3243
H 24.62 -6.87 9.69 0.3754
H 22.81 -6.38 11.05 0.2057
H 22.52 -5.02 7.16 0.2262
```



[2]
Density functional theory data (ωB97M-V/def2-TZVPD) for the molecule C12H20O2.

Energy above the lowest of the compared OMol25 structures with the same formula, charge and spin, kcal per mole: 13.4
E_LUMO, eV: 0.841
Max |F|, eV/A: 0.68
Multiplicity: 1
HOMO, eV: -8.66
SMILES: CC(=O)OC/C=C(\C)CCC=C(C)C

Structure (XYZ):
```
34
Properties=species:S:1:pos:R:3:mulliken_charge:R:1
C 1.46 4.45 2.79 -0.9847
C 1.95 3.07 2.43 0.7080
O 3.02 2.62 2.74 -0.5671
O 1.03 2.42 1.72 -0.2976
C 1.34 1.09 1.30 -0.6443
C 0.10 0.25 1.36 -0.3854
C -0.01 -1.01 0.96 0.8652
C 1.12 -1.81 0.41 -1.4504
C -1.34 -1.72 1.04 -1.2027
C -2.22 -1.39 -0.19 -0.6251
C -1.64 -1.94 -1.46 -0.7453
C -1.04 -1.27 -2.43 1.1971
C -0.51 -1.95 -3.65 -1.5280
C -0.83 0.22 -2.42 -1.2161
H 0.40 4.55 2.58 0.2800
H 2.01 5.18 2.20 0.2630
H 1.66 4.65 3.84 0.3133
H 1.74 1.14 0.28 0.3192
H 2.13 0.69 1.95 0.4094
H -0.76 0.78 1.76 0.4046
H 2.01 -1.21 0.26 0.3950
H 0.82 -2.26 -0.54 0.3173
H 1.37 -2.62 1.10 0.3379
H -1.88 -1.40 1.93 0.3809
H -1.19 -2.79 1.09 0.4289
H -2.35 -0.31 -0.26 0.4177
H -3.20 -1.84 -0.04 0.4095
H -1.73 -3.02 -1.56 0.2587
H -0.75 -3.01 -3.65 0.3666
H -0.95 -1.50 -4.55 0.3995
H 0.57 -1.84 -3.72 0.3336
H -0.76 0.61 -1.41 0.1401
H -1.65 0.72 -2.93 0.3183
H 0.09 0.47 -2.95 0.3829
```



[3]
Density functional theory data (ωB97M-V/def2-TZVPD) for a structure of composition C12H21AsF6KNO4S2.

Charge: +1
E_LUMO (spin up / spin down), eV: -4.311 / -8.288
Max |F|, eV/A: 3.20
Multiplicity: 2
HOMO (spin up / spin down), eV: -12.82 / -12.82

Structure (XYZ):
```
48
Properties=species:S:1:pos:R:3:mulliken_charge:R:1
K 0.72 0.68 -1.19 0.9724
As 4.19 -1.04 -1.74 2.0039
F 3.74 0.69 -1.44 -0.5035
F 5.89 -0.54 -2.20 -0.4899
F 4.50 -2.75 -2.19 -0.4820
F 2.46 -1.46 -1.40 -0.5300
F 3.72 -0.65 -3.42 -0.4931
F 4.71 -1.34 -0.08 -0.4513
C 0.07 3.08 4.46 -0.6443
C -0.31 4.39 3.78 -0.6665
C -0.59 4.24 2.22 -0.7206
S -0.75 2.41 1.99 1.2252
O 0.46 1.91 1.31 -0.6787
O -2.09 2.00 1.57 -0.6968
C -0.73 1.95 3.80 -0.7235
H -0.04 2.98 5.54 0.4170
H 1.11 2.91 4.21 0.2912
H 0.51 5.03 4.08 0.3470
H -1.18 4.73 4.33 0.3417
H -0.02 4.75 1.44 0.4314
H -1.60 4.64 2.06 0.3086
H -0.12 1.04 3.77 0.3741
H -1.75 1.88 4.17 0.3830
C -0.64 -4.16 0.65 -0.7682
C -1.65 -4.12 -0.48 -0.5429
C -2.68 -3.01 -0.09 -0.6525
S -1.61 -1.82 0.90 0.9649
O -1.98 -1.74 2.30 -0.6771
O -1.29 -0.61 0.17 -0.4399
C -0.07 -2.84 0.89 -0.3705
H 0.12 -4.92 0.49 0.3970
H -1.12 -4.53 1.55 0.3368
H -2.19 -5.02 -0.76 0.3707
H -1.14 -3.88 -1.41 0.2146
H -3.47 -3.38 0.57 0.3706
H -3.04 -2.51 -0.98 0.3095
H 0.41 -2.81 1.86 0.3586
H 0.58 -2.40 0.13 0.1739
N 0.70 0.44 -4.66 0.1817
C 0.01 1.62 -4.53 -0.4073
C -1.13 1.40 -3.73 -0.0929
C -1.11 0.11 -3.34 -0.3394
C 0.04 -0.46 -3.94 -0.4103
H 1.46 0.34 -5.32 0.2629
H 0.37 2.54 -4.96 0.4333
H -1.91 2.12 -3.52 0.4495
H -1.94 -0.40 -2.87 0.4697
H 0.35 -1.49 -3.99 0.3923
```



[4]
Density functional theory data (ωB97M-V/def2-TZVPD) for a cluster of 4 separate species, C12H21ClN3O4 in total.

Charge: -1
Energy above the lowest of the compared OMol25 structures with the same formula, charge and spin, kcal per mole: 1.3
E_LUMO, eV: 2.690
Max |F|, eV/A: 1.02
Multiplicity: 1
HOMO, eV: -6.45

Structure (XYZ):
```
41
Properties=species:S:1:pos:R:3:mulliken_charge:R:1
Cl 1.64 -20.71 -4.09 1.6897
O 1.61 -20.50 -2.65 -0.6194
O 0.46 -21.41 -4.53 -0.6796
O 1.68 -19.41 -4.74 -0.6928
O 2.82 -21.49 -4.40 -0.6865
C -1.14 -17.64 -4.65 -0.9214
C -2.20 -16.56 -4.66 -0.4244
C -3.06 -16.51 -5.91 -0.4535
C -3.74 -17.77 -6.20 0.2424
N -4.26 -18.76 -6.42 -0.4170
H -1.52 -18.65 -4.50 0.3389
H -0.42 -17.45 -3.85 0.1720
H -0.53 -17.68 -5.56 0.3115
H -1.73 -15.58 -4.55 0.3059
H -2.86 -16.69 -3.79 0.2797
H -2.47 -16.22 -6.78 0.2656
H -3.82 -15.73 -5.80 0.2978
C 4.41 -18.08 -2.16 -1.2926
C 3.00 -17.57 -1.91 0.1511
C 2.44 -18.07 -0.59 -0.2638
C 2.92 -17.33 0.57 0.1827
N 3.31 -16.74 1.47 -0.4768
H 4.84 -17.67 -3.07 0.3499
H 4.41 -19.17 -2.27 0.2646
H 5.09 -17.83 -1.34 0.3574
H 2.35 -17.81 -2.75 -0.1798
H 3.06 -16.47 -1.92 0.3690
H 2.65 -19.14 -0.47 0.1988
H 1.35 -18.04 -0.60 0.3276
C 2.33 -25.57 -0.30 -1.1607
C 3.39 -24.67 -0.91 -0.5662
C 2.85 -23.65 -1.90 -0.0666
C 2.16 -24.30 -3.01 0.2681
N 1.63 -24.87 -3.85 -0.5615
H 1.64 -24.99 0.31 0.2846
H 2.80 -26.32 0.35 0.3389
H 1.76 -26.10 -1.06 0.3607
H 4.19 -25.28 -1.34 0.3373
H 3.89 -24.14 -0.09 0.3313
H 3.65 -23.01 -2.28 0.2693
H 2.11 -23.00 -1.42 0.1678
```



[5]
Density functional theory data (ωB97M-V/def2-TZVPD) for a structure of composition C12H21F9IO2P2Tc.

Charge: +3
Energy above the lowest of the compared OMol25 structures with the same formula, charge and spin, kcal per mole: 13.3
E_LUMO (spin up / spin down), eV: -12.654 / -15.120
Max |F|, eV/A: 5.45
Multiplicity: 4
HOMO (spin up / spin down), eV: -19.47 / -20.79

Structure (XYZ):
```
48
Properties=species:S:1:pos:R:3:mulliken_charge:R:1
C -0.17 -0.02 -5.37 -0.8094
I -0.31 -0.10 -3.24 0.8513
H 0.89 0.11 -5.61 0.3539
H -0.76 0.83 -5.72 0.3464
H -0.56 -0.96 -5.74 0.3795
Tc -0.24 0.05 0.40 0.4331
P 0.11 2.20 -0.39 1.0144
C -1.45 3.13 -0.60 -1.2242
C 0.88 3.13 0.98 -1.2767
H 1.11 4.15 0.64 0.5160
H 1.31 3.79 -1.77 0.4347
H 1.82 2.63 1.27 0.4423
H 2.22 2.26 -1.54 0.4173
H -2.08 2.94 0.28 0.3992
H 0.22 3.17 1.85 0.2745
C 1.23 2.69 -1.74 -1.2640
H -1.24 4.20 -0.68 0.4637
H 0.86 2.30 -2.69 0.3961
H -1.97 2.77 -1.50 0.3610
P 0.13 -2.24 -0.05 1.0065
C -1.40 -3.23 -0.31 -1.1795
C 1.26 -2.77 -1.36 -1.1799
H 1.90 -2.79 1.51 0.4238
H 0.85 -4.19 1.21 0.5278
H 0.30 -2.88 2.29 0.2664
C 0.87 -3.11 1.39 -1.2740
H 2.23 -2.28 -1.19 0.4121
H 1.41 -3.86 -1.33 0.4212
H -1.18 -4.30 -0.26 0.4625
H -1.83 -2.98 -1.29 0.3552
H 0.87 -2.47 -2.34 0.3040
H -2.12 -2.97 0.47 0.3760
C -1.93 -0.07 -0.44 0.2461
O -2.99 -0.17 -0.95 -0.2269
F 1.38 -1.13 4.51 -0.2108
C 1.13 0.01 3.83 0.4510
F 1.71 1.03 4.50 -0.2301
F 1.78 -0.09 2.63 -0.2527
C -0.42 0.23 3.54 0.9864
O -0.69 0.49 2.19 -0.7607
C -1.40 -0.92 4.00 0.4274
F -0.98 -1.63 5.07 -0.2156
F -2.64 -0.47 4.29 -0.2277
F -1.56 -1.80 2.96 -0.1809
C -0.91 1.52 4.26 0.3941
F -0.93 1.32 5.62 -0.2258
F -0.13 2.58 3.97 -0.2014
F -2.15 1.89 3.86 -0.2035
```



[6]
Density functional theory data (ωB97M-V/def2-TZVPD) for a structure of composition C12H21I2N2OTm.

Charge: -2
E_LUMO (spin up / spin down), eV: 4.650 / 4.630
Max |F|, eV/A: 4.26
Multiplicity: 3
HOMO (spin up / spin down), eV: 2.26 / 2.15

Structure (XYZ):
```
39
Properties=species:S:1:pos:R:3:mulliken_charge:R:1
C 0.89 -2.88 -3.03 -1.2078
I 2.41 -2.79 0.45 -0.4615
H 2.04 -2.95 -2.91 0.3094
H 0.73 -2.68 -4.16 -0.0394
H 0.72 -3.89 -2.63 0.4266
C -1.74 2.46 -2.88 -0.3193
C -0.74 0.74 -1.77 -0.4707
N -1.82 1.57 -1.81 0.4771
H -0.13 2.65 -4.40 0.4086
I 2.35 1.52 0.33 -0.3568
N 0.05 1.17 -2.81 0.5066
H -2.52 3.20 -3.08 0.3564
Tm 0.75 -0.81 -0.49 -1.5487
C -0.12 -2.64 -1.88 1.3390
O -1.38 -2.80 -1.79 -0.6305
C -0.57 2.21 -3.53 -0.5649
C 1.37 0.63 -3.03 -0.4836
H 2.09 1.05 -2.30 0.2036
H 1.75 0.85 -4.05 0.2912
H 1.37 -0.48 -2.93 0.0819
C -2.87 1.57 -0.84 -0.9427
H -3.84 1.82 -1.30 0.3659
H -2.70 2.29 -0.03 0.2939
H -2.93 0.59 -0.38 0.2884
C 0.74 -2.20 3.14 -2.3282
C -0.33 -1.19 2.83 2.4325
C -1.64 -1.90 3.00 -1.8360
C -0.11 0.17 3.46 -1.4496
C -0.49 -0.71 1.39 -0.1086
H 0.69 -2.50 4.18 0.4507
H 1.75 -1.87 2.93 0.4061
H 0.61 -3.10 2.55 0.4387
H -1.77 -2.32 3.99 0.4893
H -2.51 -1.30 2.76 0.3679
H -1.66 -2.75 2.30 0.2338
H 0.79 0.64 3.04 0.1455
H -0.92 0.87 3.19 0.3321
H -0.01 0.17 4.54 0.4613
H -1.38 -0.07 1.47 -0.3584
```